Record 1
Entry from the OMol25 dataset: a molecular structure, C29H22ClLuN3O7P (wB97M-V/def2-TZVPD).

Output
HOMO-LUMO gap: 3.89 eV
molecular weight: 765.903 g mol⁻¹
charge: 0
E_LUMO: -2.67 eV
spin multiplicity: 1

Last column: natural (NBO) charge in e.
Element x y z (Å)
C (-0.893, -1.579, 1.743)  -0.3330
C (-0.693, -1.696, 0.341)  -0.2965
C (0.674, -1.995, 0.112)  -0.3052
H (-1.472, -1.689, -0.427)  0.2483
C (1.332, -2.098, 1.377)  -0.3829
C (0.356, -1.844, 2.409)  -0.5278
H (0.537, -1.814, 3.491)  0.2464
H (-1.861, -1.484, 2.231)  0.2409
H (1.093, -2.217, -0.875)  0.2512
H (2.380, -2.353, 1.528)  0.2561
Lu (0.864, 0.375, 1.613)  1.9252
Cl (3.224, 0.469, 0.693)  -0.6178
P (-0.039, 0.439, -3.305)  0.8332
C (1.241, -0.710, -3.681)  -0.3453
C (0.961, -1.563, -4.781)  -0.2100
H (-0.034, -1.534, -5.227)  0.2240
C (1.954, -2.400, -5.279)  -0.2053
H (1.743, -3.019, -6.156)  0.2174
C (3.211, -2.418, -4.653)  -0.2129
H (3.993, -3.054, -5.064)  0.2144
C (3.473, -1.647, -3.507)  -0.2118
H (4.459, -1.696, -3.026)  0.2243
C (2.478, -0.814, -2.991)  -0.1998
H (2.630, -0.249, -2.067)  0.2425
C (-1.709, -0.109, -3.488)  -0.3449
C (-2.097, -1.458, -3.265)  -0.1822
H (-1.381, -2.171, -2.854)  0.2092
C (-3.395, -1.861, -3.580)  -0.2212
H (-3.683, -2.914, -3.472)  0.2180
C (-4.317, -0.918, -4.061)  -0.2396
H (-5.308, -1.244, -4.367)  0.2130
C (-3.987, 0.445, -4.137)  -0.2000
H (-4.718, 1.178, -4.481)  0.2179
C (-2.706, 0.859, -3.791)  -0.2163
H (-2.438, 1.917, -3.764)  0.2185
C (0.337, 2.128, -3.439)  -0.2828
C (0.911, 2.409, -4.705)  -0.2002
H (1.163, 1.576, -5.362)  0.2226
C (1.130, 3.723, -5.090)  -0.2168
H (1.519, 3.933, -6.092)  0.2200
C (0.831, 4.762, -4.184)  -0.1978
H (0.988, 5.795, -4.503)  0.2169
C (0.349, 4.487, -2.890)  -0.2067
H (0.143, 5.325, -2.202)  0.2200
C (0.124, 3.164, -2.496)  -0.2116
H (-0.188, 2.923, -1.479)  0.2249
O (0.530, 1.927, 7.392)  -0.3752
N (-0.584, 1.521, 6.998)  0.4951
O (-1.386, 0.875, 7.702)  -0.3625
C (-0.959, 1.791, 5.638)  0.0085
C (-0.013, 2.444, 4.833)  -0.1075
C (-0.216, 2.456, 3.456)  -0.1550
C (-1.335, 1.732, 2.847)  0.4299
O (-1.266, 1.154, 1.681)  -0.6923
C (-2.399, 1.403, 3.744)  -0.0440
C (-2.166, 1.297, 5.118)  -0.1114
N (-3.609, 0.805, 3.132)  0.5070
O (-3.980, 1.244, 2.035)  -0.3183
O (-4.173, -0.135, 3.738)  -0.3719
N (0.840, 3.093, 2.623)  0.5070
O (1.575, 3.959, 3.075)  -0.2572
O (0.990, 2.661, 1.386)  -0.4752
H (0.906, 2.871, 5.238)  0.2891
H (-2.887, 0.803, 5.786)  0.2970

***

Record 2
Entry from the OMol25 dataset: a molecular structure, C4H10N2O2 (wB97M-V/def2-TZVPD).

Output
HOMO-LUMO gap (spin up / spin down): 8.61 / 8.61 eV
molecular weight: 118.136 g mol⁻¹
charge: 0
E_LUMO (spin up / spin down): 0.61 / 0.61 eV
energy above the lowest of the compared OMol25 structures with the same formula, charge and spin: 659.2 kJ/mol
spin multiplicity: 1

Last column: natural (NBO) charge in e.
Element x y z (Å)
C (0.176, -0.090, -0.407)  0.7527
C (-2.588, -0.329, 0.461)  -0.2479
C (0.439, -1.534, -0.121)  -0.7150
N (-0.035, 0.787, 0.595)  -0.4307
C (2.475, 1.585, 0.385)  -0.1236
O (-1.740, 0.215, -0.509)  -0.6980
O (0.555, 0.395, -1.608)  -0.6768
N (1.820, 0.717, 1.020)  -0.3125
H (0.506, -0.312, -2.266)  0.4960
H (-0.154, 1.721, 0.203)  0.3751
H (-2.796, 0.375, 1.278)  0.1565
H (-2.196, -1.256, 0.908)  0.1463
H (-3.546, -0.583, -0.015)  0.1723
H (-0.272, -2.142, -0.686)  0.2486
H (0.306, -1.740, 0.938)  0.2601
H (1.455, -1.807, -0.416)  0.2400
H (3.508, 1.813, 0.691)  0.1888
H (2.086, 2.185, -0.453)  0.1682

***

Record 3
Entry from the OMol25 dataset: a molecular structure, C15H18I2N2O6PS (wB97M-V/def2-TZVPD).

Output
HOMO-LUMO gap: 3.78 eV
molecular weight: 639.166 g mol⁻¹
charge: -1
E_LUMO: 1.36 eV
spin multiplicity: 1

Last column: natural (NBO) charge in e.
Element x y z (Å)
C (3.634, 2.724, 1.523)  -0.7259
C (4.419, 1.819, 0.620)  0.8083
O (5.247, 2.220, -0.145)  -0.5782
O (4.088, 0.514, 0.745)  -0.5279
C (3.823, -0.150, -0.492)  -0.0833
C (2.632, 0.406, -1.242)  -0.4608
C (1.225, -0.050, -0.894)  -0.0185
C (0.173, 0.215, -1.799)  -0.1644
S (0.600, 1.005, -3.349)  -0.0377
C (-1.158, -0.126, -1.520)  -0.2485
P (-2.558, 0.249, -2.703)  1.2286
N (-2.208, -0.905, -3.950)  -1.1548
O (-2.258, 1.738, -3.320)  -0.9799
C (-1.516, -0.768, -0.313)  -0.0407
C (-2.965, -1.082, -0.023)  -0.3802
I (-3.294, -3.207, 0.152)  0.1314
C (-3.614, -0.198, 1.107)  -0.4050
C (-2.758, 1.011, 1.470)  -0.6269
I (-4.233, -1.233, 2.888)  0.2015
C (-0.474, -1.054, 0.566)  -0.1175
C (0.853, -0.709, 0.276)  -0.0855
C (1.652, -1.222, 1.468)  0.6764
O (2.696, -1.772, 1.565)  -0.4841
N (0.724, -1.085, 2.609)  -0.6865
C (-0.433, -1.703, 1.952)  0.6648
O (-1.056, -2.583, 2.409)  -0.4156
H (4.206, 2.989, 2.406)  0.2461
H (3.290, 3.593, 0.974)  0.2386
H (2.754, 2.192, 1.877)  0.2250
H (3.715, -1.212, -0.338)  0.2288
H (4.698, -0.035, -1.131)  0.1947
H (2.795, 0.174, -2.288)  0.2385
H (2.634, 1.497, -1.213)  0.2286
H (1.004, -0.052, -4.072)  0.1369
H (-3.053, -1.459, -4.025)  0.3908
H (-2.049, -0.473, -4.854)  0.3740
H (-1.878, 1.716, -4.205)  0.4924
H (-3.532, -0.831, -0.900)  0.2408
H (-4.523, 0.211, 0.679)  0.2110
H (-2.458, 1.550, 0.569)  0.1944
H (-1.875, 0.747, 2.043)  0.1978
H (-3.392, 1.693, 2.027)  0.2289
H (0.559, -0.078, 2.593)  0.3669
O (-3.322, -3.075, 5.534)  -1.3117
H (-2.812, -3.200, 4.724)  0.3886

***

Record 4
Entry from the OMol25 dataset: 2 unconnected molecules or ions with the total composition C15H31B2NO11P (wB97M-V/def2-TZVPD).

Output
HOMO-LUMO gap: 5.10 eV
molecular weight: 454.007 g mol⁻¹
charge: -1
E_LUMO: 0.88 eV
energy above the lowest of the compared OMol25 structures with the same formula, charge and spin: 0.0 kJ/mol
spin multiplicity: 1

Last column: natural (NBO) charge in e.
Element x y z (Å)
C (-0.584, 1.508, 0.658)  -0.6073
C (-0.346, 0.467, -0.446)  -0.5190
C (-0.937, 0.951, -1.755)  0.8031
O (-1.897, 0.389, -2.219)  -0.5795
O (-0.451, 2.029, -2.401)  -0.5090
C (0.930, 2.350, -2.173)  -0.0780
C (1.193, 3.718, -2.803)  -0.4329
C (0.129, 4.750, -2.482)  0.5273
O (-1.054, 4.699, -3.373)  -0.4975
C (-2.151, 4.469, -2.759)  0.5906
N (-2.995, 4.037, -2.081)  -0.4904
O (0.762, 5.913, -2.890)  -0.7144
B (0.042, 7.093, -2.288)  0.4372
O (-0.477, 6.454, -1.017)  -0.7178
C (-0.120, 5.093, -0.998)  -0.3235
B (1.166, 5.167, -0.066)  1.1917
O (1.064, 4.600, 1.220)  -0.9617
O (2.338, 5.781, -0.407)  -0.7127
C (3.515, 5.073, -0.057)  -0.2411
H (-1.644, 1.680, 0.796)  0.2185
H (-0.128, 1.143, 1.572)  0.2087
H (-0.135, 2.466, 0.428)  0.2257
H (0.700, 0.197, -0.561)  0.2147
H (-0.922, -0.398, -0.155)  0.2305
H (1.544, 1.581, -2.640)  0.1739
H (1.180, 2.438, -1.119)  0.1747
H (2.139, 4.080, -2.425)  0.2348
H (1.310, 3.632, -3.878)  0.2219
H (-0.831, 7.448, -3.072)  -0.1431
H (0.793, 7.988, -1.935)  -0.1334
H (-0.825, 4.465, -0.449)  0.1931
H (0.372, 5.080, 1.683)  0.4991
H (4.124, 5.671, 0.614)  0.1743
H (3.324, 4.083, 0.351)  0.1716
H (4.093, 4.932, -0.970)  0.1704
O (0.079, -2.891, 1.730)  -0.9584
P (-0.816, -4.092, 1.748)  2.4597
O (0.005, -5.157, 2.699)  -0.7958
C (0.094, -4.911, 4.102)  -0.0686
C (-1.204, -5.239, 4.819)  -0.6345
O (-0.370, -4.631, 0.251)  -0.8577
C (0.001, -3.705, -0.777)  -0.0589
C (1.503, -3.717, -0.969)  -0.6287
O (-2.194, -4.967, 1.661)  -0.8195
C (-2.412, -6.101, 0.812)  -0.0348
C (-1.561, -7.303, 1.149)  -0.6387
H (0.383, -3.871, 4.281)  0.1866
H (0.897, -5.545, 4.477)  0.1840
H (-2.008, -4.568, 4.506)  0.2067
H (-1.081, -5.143, 5.899)  0.2141
H (-1.525, -6.255, 4.589)  0.2109
H (-0.356, -2.703, -0.547)  0.1955
H (-0.491, -4.020, -1.700)  0.1740
H (2.020, -3.544, -0.025)  0.2188
H (1.810, -2.952, -1.684)  0.2111
H (1.829, -4.690, -1.340)  0.2002
H (-2.314, -5.823, -0.234)  0.1977
H (-3.463, -6.359, 0.961)  0.1829
H (-0.515, -7.138, 0.896)  0.2313
H (-1.913, -8.166, 0.581)  0.2130
H (-1.614, -7.536, 2.212)  0.2087

***

Record 5
Entry from the OMol25 dataset: a molecular structure, C28H43BrIrN2P2S (wB97M-V/def2-TZVPD).

Output
HOMO-LUMO gap (spin up / spin down): 6.61 / 5.06 eV
molecular weight: 773.802 g mol⁻¹
charge: +4
E_LUMO (spin up / spin down): -11.83 / -15.13 eV
energy above the lowest of the compared OMol25 structures with the same formula, charge and spin: 36.5 kJ/mol
spin multiplicity: 6

Last column: Mulliken spin population.
Element x y z (Å)
N (-5.322, 2.295, -4.644)  0.7786
C (-5.466, 2.672, -3.374)  0.0046
C (-4.597, 2.244, -2.349)  0.1052
C (-3.465, 1.478, -2.713)  -0.0421
C (-3.463, 0.906, -4.004)  0.0916
C (-4.351, 1.440, -4.959)  0.0040
C (-2.186, 1.570, -1.921)  0.2643
Ir (-0.833, 0.197, -1.273)  1.3014
P (3.313, -0.686, -0.685)  0.6281
C (-0.936, 1.466, -2.724)  0.3033
C (0.086, 2.523, -2.535)  0.0238
C (1.292, 2.383, -3.237)  0.0455
C (2.343, 3.246, -2.959)  0.0959
C (2.233, 4.106, -1.866)  0.2039
C (1.001, 4.386, -1.273)  0.0867
C (-0.080, 3.561, -1.607)  -0.0563
Br (3.717, 5.056, -1.313)  0.3310
H (-2.252, 2.366, -1.161)  0.0133
H (-1.041, 1.109, -3.751)  0.0131
H (-4.746, 2.578, -1.326)  0.0062
H (-2.723, 0.172, -4.348)  0.0287
H (-6.284, 3.364, -3.152)  0.0266
H (-4.234, 1.165, -6.014)  0.0256
H (1.375, 1.608, -3.994)  -0.0107
H (-1.023, 3.707, -1.090)  -0.0138
H (3.259, 3.218, -3.533)  0.0019
H (0.913, 5.197, -0.552)  0.0010
P (-1.159, -1.813, -2.018)  0.0699
C (3.576, 1.125, -0.694)  0.0782
C (4.969, 1.500, -1.199)  0.0248
H (3.449, 1.490, 0.335)  -0.0092
H (2.777, 1.545, -1.317)  0.0355
H (5.082, 2.591, -1.202)  0.0036
H (5.744, 1.087, -0.540)  -0.0103
H (5.158, 1.138, -2.218)  -0.0013
C (2.776, -1.043, -2.389)  0.1310
C (3.937, -1.517, -3.265)  0.0461
H (2.293, -0.139, -2.788)  -0.0013
H (2.026, -1.839, -2.309)  -0.0345
H (3.565, -1.837, -4.245)  -0.0002
H (4.689, -0.738, -3.438)  -0.0001
H (4.445, -2.379, -2.812)  -0.0060
C (1.977, -0.984, 0.516)  0.1979
C (2.584, -1.652, 1.759)  0.0449
H (1.238, -1.650, 0.033)  -0.0852
H (1.499, -0.018, 0.752)  0.0156
H (1.816, -2.138, 2.373)  0.0010
H (3.317, -2.424, 1.475)  -0.0022
H (3.102, -0.921, 2.395)  0.0025
C (-0.679, -3.310, -1.017)  0.0483
C (-1.844, -4.080, -0.406)  0.0039
H (0.030, -2.993, -0.241)  0.0087
H (-0.109, -3.979, -1.679)  -0.0005
H (-2.551, -3.425, 0.119)  0.0011
H (-2.387, -4.648, -1.174)  -0.0003
H (-1.461, -4.800, 0.329)  0.0025
C (-0.115, -2.080, -3.523)  0.0348
C (-0.812, -2.259, -4.867)  0.0247
H (0.522, -2.957, -3.326)  0.0059
H (0.543, -1.201, -3.577)  0.0320
H (-1.466, -3.141, -4.892)  0.0002
H (-1.399, -1.376, -5.150)  -0.0017
H (-0.046, -2.366, -5.649)  0.0004
C (-2.916, -2.105, -2.516)  0.0150
C (-3.942, -1.366, -1.676)  0.0052
H (-3.084, -3.189, -2.467)  0.0015
H (-2.994, -1.832, -3.574)  -0.0011
H (-4.746, -0.975, -2.311)  -0.0011
H (-4.400, -2.015, -0.923)  0.0013
H (-3.488, -0.516, -1.148)  0.0137
S (-2.236, 1.543, 2.736)  0.0000
C (-1.105, 0.236, 2.932)  0.0117
C (-0.931, -0.451, 1.756)  -0.0164
N (-1.508, 0.220, 0.669)  0.0407
C (-2.429, 1.119, 1.110)  0.0013
H (-0.591, 0.050, 3.860)  0.0013
H (-0.401, -1.384, 1.608)  0.0108
H (-3.164, 1.585, 0.467)  -0.0059

***

Record 6
Entry from the OMol25 dataset: a molecular structure, C35H63Br2F6N7O8PS2 (wB97M-V/def2-TZVPD).

Output
HOMO-LUMO gap (spin up / spin down): 5.69 / 6.34 eV
molecular weight: 1078.834 g mol⁻¹
charge: +1
E_LUMO (spin up / spin down): -4.30 / -4.30 eV
spin multiplicity: 3

Last column: Mulliken spin population.
Element x y z (Å)
C (0.983, 2.138, 5.619)  0.0000
C (-0.307, 2.728, 4.844)  0.0000
O (-0.837, 1.877, 3.812)  0.0000
C (-0.487, 2.370, 2.471)  0.0000
C (1.046, 2.099, 2.124)  0.0001
C (1.600, 1.706, 0.710)  -0.0001
Br (2.899, 3.246, 0.321)  0.0000
C (0.515, 1.934, -0.445)  0.0000
S (-0.357, 3.551, -0.631)  0.0000
O (-0.510, 3.868, -2.120)  0.0000
O (-1.816, 3.325, -0.243)  0.0002
C (0.135, 5.135, 0.099)  0.0000
F (1.106, 5.752, -0.742)  0.0000
F (-0.979, 6.011, 0.022)  -0.0002
F (0.612, 5.243, 1.394)  0.0000
N (-0.523, 0.900, -0.319)  0.0000
C (-0.188, -0.409, 0.264)  -0.0001
C (-1.412, -0.755, 1.270)  0.0000
C (1.288, -0.756, 0.779)  0.0002
Br (1.082, -1.317, 2.723)  0.0000
P (1.606, -2.521, 0.158)  -0.0017
N (0.228, -3.343, 0.419)  0.0002
O (2.664, -3.482, 1.137)  0.0006
O (1.760, -2.751, -1.505)  0.0004
N (2.352, 0.347, 0.573)  -0.0003
C (2.807, 0.132, -0.880)  0.0000
C (4.076, -0.531, -1.436)  -0.0001
C (4.721, -1.938, -1.203)  0.0002
C (6.356, -1.917, -1.157)  0.0000
S (6.999, -2.608, 0.473)  0.0000
C (7.355, -1.191, 1.569)  -0.0001
N (7.511, -1.064, 2.970)  0.0001
N (7.748, 0.250, 3.291)  -0.0001
C (7.738, 0.978, 2.074)  0.0001
O (7.518, 0.087, 0.998)  0.0000
C (3.542, 0.250, 1.423)  0.0001
F (3.546, 0.693, 2.748)  0.0000
F (4.712, 0.934, 0.974)  0.0000
F (4.059, -1.054, 1.609)  0.0000
H (1.190, 1.081, 5.255)  0.0000
H (1.856, 2.851, 5.387)  0.0000
H (0.780, 2.094, 6.737)  0.0000
H (-1.130, 2.819, 5.645)  0.0000
H (-0.054, 3.791, 4.537)  0.0000
H (-0.774, 3.486, 2.546)  0.0000
H (-1.282, 1.920, 1.815)  0.0000
H (1.528, 3.088, 2.482)  0.0000
H (1.331, 1.425, 3.016)  0.0000
H (0.915, 1.781, -1.522)  0.0000
H (-1.058, 0.865, -1.196)  0.0000
H (-0.403, -1.114, -0.636)  0.0000
H (-1.457, -0.147, 2.215)  0.0000
H (-1.522, -1.845, 1.531)  0.0000
H (-2.353, -0.478, 0.662)  0.0000
H (0.370, -4.113, 1.076)  -0.0001
H (2.888, -4.294, 0.628)  0.0004
H (1.418, -3.631, -1.781)  0.0003
H (1.892, -0.227, -1.493)  0.0000
H (2.916, 1.167, -1.397)  0.0000
H (3.912, -0.506, -2.588)  0.0000
H (4.968, 0.207, -1.372)  0.0000
H (4.509, -2.639, -2.096)  0.0000
H (4.446, -2.554, -0.298)  -0.0001
H (6.795, -2.581, -1.973)  0.0000
H (6.795, -0.882, -1.299)  0.0000
H (7.864, 2.077, 1.853)  0.0000
C (-4.022, 7.281, -0.236)  0.0317
C (-5.443, 6.661, -0.300)  0.0165
C (-5.657, 5.949, -1.654)  0.0215
C (-5.902, 6.897, -2.823)  -0.0182
C (-7.014, 7.887, -2.496)  0.0206
C (-6.765, 8.649, -1.178)  0.0263
N (-6.452, 7.732, -0.041)  0.2945
O (-7.607, 7.130, 0.333)  0.6188
C (-5.613, 9.662, -1.385)  0.0117
C (-7.989, 9.550, -0.884)  -0.0062
C (-5.427, 5.570, 0.801)  -0.0074
H (-4.001, 8.177, 0.390)  -0.0143
H (-3.295, 6.592, 0.203)  0.0001
H (-3.628, 7.537, -1.222)  0.0007
H (-6.517, 5.272, -1.582)  0.0006
H (-4.793, 5.317, -1.884)  0.0031
H (-4.982, 7.427, -3.088)  0.0007
H (-6.183, 6.319, -3.709)  0.0022
H (-7.118, 8.597, -3.323)  0.0003
H (-7.963, 7.342, -2.443)  0.0034
H (-5.366, 10.172, -0.450)  -0.0069
H (-5.901, 10.432, -2.107)  0.0003
H (-4.702, 9.219, -1.782)  0.0015
H (-8.923, 8.985, -0.823)  -0.0003
H (-8.128, 10.287, -1.679)  0.0003
H (-7.859, 10.096, 0.054)  -0.0004
H (-5.289, 6.010, 1.794)  -0.0016
H (-4.607, 4.866, 0.633)  0.0001
H (-6.342, 4.972, 0.814)  0.0003
C (2.881, -9.435, 0.038)  0.0195
C (2.405, -8.248, -0.841)  0.0224
C (1.413, -7.363, -0.056)  0.0317
C (0.017, -7.960, 0.080)  -0.0200
C (-0.524, -8.387, -1.280)  0.0250
C (0.436, -9.329, -2.035)  0.0261
N (1.826, -8.783, -2.108)  0.3154
O (1.828, -7.780, -3.020)  0.6042
C (0.437, -10.714, -1.346)  0.0092
C (-0.153, -9.622, -3.436)  -0.0096
C (3.691, -7.413, -1.071)  -0.0082
H (3.119, -10.313, -0.567)  -0.0129
H (3.794, -9.195, 0.590)  0.0018
H (2.146, -9.722, 0.793)  0.0005
H (1.317, -6.388, -0.552)  -0.0062
H (1.808, -7.155, 0.946)  -0.0018
H (0.026, -8.806, 0.774)  0.0002
H (-0.657, -7.217, 0.519)  0.0018
H (-1.495, -8.875, -1.143)  0.0002
H (-0.718, -7.489, -1.877)  0.0043
H (1.160, -11.387, -1.817)  -0.0058
H (-0.546, -11.187, -1.429)  0.0001
H (0.652, -10.677, -0.280)  0.0010
H (-0.327, -8.714, -4.019)  -0.0003
H (-1.120, -10.124, -3.352)  0.0002
H (0.509, -10.275, -4.011)  0.0004
H (4.437, -7.981, -1.636)  -0.0051
H (4.143, -7.130, -0.115)  0.0006
H (3.496, -6.477, -1.603)  0.0053